Entry from OMol25: a gas-phase ion, C8H15N2 (charge +1) in a non-equilibrium geometry (the ωB97M-V functional and the def2-TZVPD basis).

Summary:
Electronic energy: -422.8255 Eh
Maximum force: 8.300 eV/Å
ΔE to the lowest compared entry with this formula, charge and spin: 340.6 kJ/mol

The geometry in ORCA input format:
```
! RIJCOSX wB97M-V def2-TZVPD def2/J DEFGRID3
* xyz 1 3
C 2.245 -0.913 0.994
C 0.943 -0.844 1.200
C 2.417 -0.658 -0.479
C 0.395 1.861 0.161
C -1.154 1.037 -1.576
C -1.851 0.489 0.805
C -0.531 -1.845 -0.243
C -0.646 0.752 -0.143
N 1.277 -0.530 -1.075
N 0.292 -0.571 -0.089
H 2.900 -1.128 1.805
H 0.493 -1.049 2.153
H 3.435 -0.679 -0.816
H 0.342 2.035 1.289
H 1.450 1.596 -0.161
H 0.100 2.722 -0.440
H -1.851 0.228 -1.808
H -0.286 0.841 -2.169
H -1.560 1.952 -1.565
H -2.647 -0.134 0.275
H -1.521 -0.098 1.751
H -2.218 1.582 1.046
H -0.727 -2.196 -1.351
H 0.161 -2.578 0.229
H -1.457 -1.870 0.206
*
```



Entry from OMol25: C8H15N3O5 in the gas phase in a non-equilibrium geometry (the ωB97M-V functional and the def2-TZVPD basis).

Summary:
Electronic energy: -854.2769 Eh
Maximum force: 4.415 eV/Å
ΔE to the lowest compared entry with this formula, charge and spin: 251.4 kJ/mol

The geometry in ORCA input format:
```
! RIJCOSX wB97M-V def2-TZVPD def2/J DEFGRID3
* xyz 0 1
N 1.565 4.598 1.402
C 1.889 3.270 1.475
O 2.764 3.025 2.214
C 0.920 2.221 0.843
C 1.040 0.777 1.303
C 0.904 -0.162 0.083
N -0.199 -0.012 -0.846
C -1.468 -0.366 -0.469
O -1.963 -0.593 0.654
C -2.411 -0.738 -1.548
N -1.758 -0.481 -2.922
C -2.451 -2.272 -1.437
O -1.166 -2.840 -1.362
C 0.977 -1.666 0.492
O 0.832 -2.049 1.641
O 1.076 -2.375 -0.603
H 2.244 5.226 1.866
H 0.953 5.040 0.843
H 1.033 2.293 -0.255
H -0.099 2.505 0.871
H 1.944 0.445 1.839
H 0.236 0.517 1.965
H 1.797 0.030 -0.388
H -0.059 0.040 -1.858
H -3.405 -0.298 -1.461
H -1.779 0.493 -3.319
H -2.300 -0.767 -3.683
H -3.124 -2.489 -0.632
H -2.868 -2.614 -2.383
H -1.209 -3.718 -1.041
H 0.640 -3.167 -0.598
*
```



Entry from OMol25: C8H15N3O5 in the gas phase in a non-equilibrium geometry (the ωB97M-V functional and the def2-TZVPD basis).

Summary:
Electronic energy: -854.3103 Eh
Maximum force: 5.023 eV/Å
ΔE to the lowest compared entry with this formula, charge and spin: 163.5 kJ/mol

The geometry in ORCA input format:
```
! RIJCOSX wB97M-V def2-TZVPD def2/J DEFGRID3
* xyz 0 1
C 0.950 -2.654 1.670
C -0.072 -1.876 0.748
O -0.401 -0.765 1.632
C 0.580 -1.391 -0.538
N -0.008 -0.262 -1.220
C 0.560 0.952 -0.988
O 1.707 1.105 -0.674
C -0.381 2.194 -1.331
N -1.682 1.657 -1.645
C -0.383 3.076 -0.062
C -0.607 2.157 1.131
N 0.455 2.012 2.063
O -1.627 1.476 1.310
C 0.831 -2.518 -1.406
O 1.983 -2.996 -1.569
O -0.291 -3.035 -1.996
H 1.305 -3.663 1.191
H 1.792 -1.913 2.019
H 0.440 -2.917 2.561
H -0.952 -2.502 0.672
H -1.185 -0.289 1.235
H 1.522 -0.894 -0.163
H -1.072 -0.190 -1.394
H 0.017 2.793 -2.188
H -2.318 2.321 -2.096
H -1.981 1.361 -0.609
H -1.344 3.746 -0.031
H 0.503 3.787 -0.048
H 1.358 1.901 1.493
H 0.315 1.209 2.569
H -0.018 -3.882 -2.337
*
```



Entry from OMol25: C8H15NO2 in the gas phase (the ωB97M-V functional and the def2-TZVPD basis).

Summary:
Electronic energy: -519.0307 Eh
Maximum force: 0.677 eV/Å
ΔE to the lowest compared entry with this formula, charge and spin: 182.9 kJ/mol

The geometry in ORCA input format:
```
! RIJCOSX wB97M-V def2-TZVPD def2/J DEFGRID3
* xyz 0 1
C -2.946 0.929 -0.733
N -1.845 0.007 -0.875
C -0.621 0.631 -1.411
C 0.404 0.950 -0.338
C 0.887 -0.365 0.303
C -0.249 -1.395 0.349
C -1.621 -0.721 0.370
C 1.608 -0.120 1.621
O 2.873 0.360 1.186
C 3.167 -0.387 0.028
O 1.957 -0.919 -0.478
H -3.205 1.349 -1.711
H -3.802 0.376 -0.342
H -2.745 1.751 -0.021
H -0.902 1.515 -1.989
H -0.145 -0.059 -2.132
H -0.072 1.578 0.426
H 1.261 1.511 -0.729
H -0.168 -2.033 -0.538
H -0.118 -2.060 1.218
H -1.682 -0.050 1.262
H -2.404 -1.472 0.522
H 1.157 0.644 2.271
H 1.729 -1.075 2.167
H 3.650 0.279 -0.691
H 3.834 -1.227 0.265
*
```



Entry from OMol25: a molecular structure, C8H15NO2P2 in a non-equilibrium geometry (the ωB97M-V functional and the def2-TZVPD basis).

Summary:
Electronic energy: -1201.6092 Eh
Maximum force: 4.652 eV/Å
ΔE to the lowest compared entry with this formula, charge and spin: 266.7 kJ/mol

The geometry in ORCA input format:
```
! RIJCOSX wB97M-V def2-TZVPD def2/J DEFGRID3
* xyz 0 1
C -0.564 2.491 2.335
C 1.191 4.003 -1.331
C -1.303 -0.807 -0.300
C -0.516 -2.712 0.972
C 0.445 -2.273 -1.363
C 0.967 -0.707 0.556
C 1.285 1.592 -0.142
C -0.124 -1.677 -0.055
N -2.143 -1.260 -1.246
O -1.585 0.117 0.449
O 1.318 0.220 -0.498
P -0.786 2.372 0.657
P 1.742 2.442 -1.580
H -1.333 2.982 2.809
H 0.319 2.098 2.724
H 1.261 4.623 -2.216
H 0.597 4.343 -0.442
H -0.040 -3.669 0.630
H -1.602 -2.746 0.977
H -0.214 -2.521 2.047
H 1.392 -2.665 -1.093
H -0.225 -3.027 -1.753
H 0.678 -1.444 -1.969
H 1.865 -1.179 0.894
H 0.459 -0.254 1.445
H 1.745 2.008 0.769
H -1.816 -1.664 -2.048
H -3.013 -0.686 -1.227
*
```



Entry from OMol25: 2 unconnected molecules or ions with the total composition C8H15NO3 in a non-equilibrium geometry (the ωB97M-V functional and the def2-TZVPD basis).

Summary:
Electronic energy: -594.1767 Eh
Maximum force: 1.987 eV/Å
ΔE to the lowest compared entry with this formula, charge and spin: 474.7 kJ/mol

The geometry in ORCA input format:
```
! RIJCOSX wB97M-V def2-TZVPD def2/J DEFGRID3
* xyz 0 1
N -4.294 1.015 1.252
C -3.678 1.110 -0.068
C -2.384 0.379 -0.140
O -1.908 -0.281 1.031
C -3.551 -0.160 -0.871
O -3.460 -0.122 -2.272
H -4.164 1.911 1.736
H -5.309 0.906 1.159
H -3.769 2.052 -0.613
H -1.569 0.785 -0.740
H -2.695 -0.248 1.621
H -4.151 -0.984 -0.467
H -3.163 -1.007 -2.536
C 3.560 -2.120 1.044
C 2.600 -1.616 0.248
C 2.391 -0.176 0.101
C 1.405 0.334 -0.638
O 3.354 0.605 0.728
C 4.498 0.817 -0.111
H 4.121 -1.455 1.685
H 3.809 -3.183 1.075
H 1.969 -2.260 -0.348
H 1.295 1.403 -0.756
H 0.710 -0.335 -1.136
H 5.108 -0.106 -0.195
H 4.178 1.112 -1.126
H 5.095 1.623 0.338
*
```